(1)
Here is a 3-piece molecular cluster, C17H46N3O5P overall from the OMol25 dataset. Energies are from ωB97M-V with the def2-TZVPD basis set.

- F_max: 0.66 eV/A
- SMILES: NCCCCC[PH3]O.COCCNCCOC.COCCNCCOC
- E_tot: -1556.96157 Ha
- HOMO-LUMO gap: 9.5 eV

```
72
C17H46N3O5P (ωB97M-V with the def2-TZVPD basis set)
N -3.006 -1.548 -2.273
C -1.612 -1.689 -1.797
C -1.119 -0.557 -0.886
C -0.606 -0.957 0.499
C -1.612 -1.237 1.615
C -2.652 -2.347 1.409
P -4.408 -1.732 0.929
O -5.962 -1.131 0.455
H -3.014 -1.330 -3.261
H -3.466 -0.768 -1.818
H -1.477 -2.663 -1.331
H -0.988 -1.690 -2.681
H -1.872 0.228 -0.816
H -0.275 -0.096 -1.399
H -0.002 -0.115 0.848
H 0.093 -1.785 0.390
H -1.018 -1.517 2.486
H -2.113 -0.308 1.897
H -2.300 -3.120 0.732
H -2.788 -2.832 2.374
H -4.563 -2.723 -0.046
H -3.880 -0.442 0.668
H -4.911 -2.068 2.200
H -6.101 -0.239 0.814
C 6.005 -0.579 -5.226
O 4.981 -0.728 -6.191
C 4.866 -2.042 -6.723
C 3.539 -2.661 -6.342
N 3.478 -2.930 -4.911
C 2.170 -3.366 -4.431
C 1.006 -2.385 -4.535
O 1.132 -1.248 -3.696
C 1.855 -0.163 -4.254
H 6.058 0.477 -4.969
H 5.796 -1.152 -4.316
H 6.974 -0.891 -5.626
H 5.695 -2.671 -6.387
H 4.921 -1.965 -7.813
H 3.419 -3.604 -6.884
H 2.747 -1.977 -6.677
H 3.749 -2.095 -4.409
H 2.282 -3.634 -3.378
H 1.896 -4.282 -4.963
H 0.110 -2.912 -4.194
H 0.813 -2.072 -5.567
H 1.727 -0.105 -5.337
H 2.920 -0.221 -4.018
H 1.466 0.753 -3.807
C -1.157 3.637 8.034
O -0.425 4.268 7.001
C 0.755 3.574 6.613
C 0.644 3.080 5.187
N -0.353 2.023 5.075
C -0.648 1.611 3.706
C -1.290 2.630 2.771
O -2.611 2.989 3.129
C -2.728 4.072 4.034
H -1.973 4.303 8.307
H -1.579 2.679 7.711
H -0.532 3.470 8.917
H 0.958 2.742 7.294
H 1.590 4.277 6.680
H 1.614 2.685 4.872
H 0.412 3.948 4.555
H -1.210 2.334 5.514
H -1.320 0.752 3.765
H 0.278 1.254 3.244
H -1.366 2.163 1.784
H -0.673 3.528 2.645
H -1.920 4.797 3.902
H -2.742 3.735 5.074
H -3.677 4.569 3.831
```

***

(2)
Here is a 3-piece molecular cluster, C17H46N7O4P2S overall at a distorted geometry from the OMol25 dataset. Energies are from ωB97M-V with the def2-TZVPD basis set.

- F_max: 5.37 eV/A
- E_tot: -2440.20780 Ha
- HOMO-LUMO gap: 7.0 eV
- Net charge: +1

```
77
C17H46N7O4P2S (ωB97M-V with the def2-TZVPD basis set)
O 4.219 1.766 0.318
S 4.197 0.359 -0.001
O 5.479 -0.259 0.120
C 3.075 -0.438 1.131
C 1.586 -0.124 0.930
C 0.582 -1.148 0.417
C -0.636 -0.199 0.185
C -0.039 1.139 -0.001
N 1.187 1.190 0.357
H 3.650 0.188 -1.235
H 3.284 -1.506 1.162
H 3.353 -0.034 2.104
H 1.253 0.001 1.970
H 0.401 -1.890 1.190
H 0.917 -1.589 -0.522
H -1.482 -0.298 0.865
H -1.013 -0.491 -0.804
H -0.591 1.974 -0.416
H 1.780 2.014 0.266
O -0.306 1.884 -3.476
P 0.558 2.568 -4.487
N 1.190 3.877 -3.599
C 1.471 5.216 -4.084
C 1.805 3.505 -2.346
N -0.581 3.074 -5.630
C -0.572 4.374 -6.277
C -1.949 2.584 -5.480
N 1.798 2.476 -5.660
C 1.553 1.439 -6.695
C 3.147 2.214 -5.110
H 2.139 5.236 -4.952
H 1.950 5.805 -3.303
H 0.555 5.746 -4.341
H 2.819 3.098 -2.477
H 1.215 2.735 -1.845
H 1.869 4.353 -1.662
H -1.056 5.141 -5.661
H -1.118 4.319 -7.222
H 0.436 4.696 -6.528
H -2.506 3.133 -4.712
H -1.962 1.529 -5.224
H -2.474 2.691 -6.430
H 1.520 0.431 -6.270
H 2.350 1.477 -7.435
H 0.618 1.625 -7.215
H 3.176 1.329 -4.466
H 3.510 3.072 -4.547
H 3.850 2.062 -5.927
O -0.107 -2.477 3.533
P -1.229 -3.122 4.285
N -2.576 -2.738 3.317
C -3.915 -2.405 3.767
C -2.441 -3.108 1.921
N -1.217 -2.232 5.728
C -2.408 -1.755 6.407
C -0.101 -1.319 5.947
N -1.888 -4.494 5.057
C -0.978 -5.093 6.068
C -2.278 -5.590 4.138
H -4.361 -3.166 4.418
H -4.580 -2.293 2.911
H -3.935 -1.451 4.291
H -2.621 -4.170 1.710
H -1.425 -2.872 1.604
H -3.121 -2.530 1.292
H -2.765 -0.806 5.989
H -2.189 -1.586 7.464
H -3.212 -2.487 6.377
H -0.218 -0.378 5.394
H 0.841 -1.774 5.657
H -0.030 -1.086 7.011
H -0.052 -5.465 5.621
H -1.485 -5.924 6.556
H -0.725 -4.371 6.838
H -1.466 -5.891 3.470
H -3.140 -5.302 3.538
H -2.581 -6.458 4.719
```

***

(3)
Here is a 6-piece molecular cluster, C17H47B3F2NO25P5 overall at a distorted geometry from the OMol25 dataset. Energies are from ωB97M-V with the def2-TZVPD basis set.

- F_max: 10.38 eV/A
- SMILES: O=C(F)N(B1OBOBO1)C(=O)F.COP(=O)(OC)OC.COP(=O)(OC)OC.COP(=O)(OC)OC.COP(=O)(OC)OC.COP(=O)(OC)OC
- E_tot: -4592.35311 Ha
- HOMO-LUMO gap: 5.5 eV

```
100
C17H47B3F2NO25P5 (ωB97M-V with the def2-TZVPD basis set)
O 6.485 -2.495 -0.686
C 6.714 -1.643 -1.712
F 5.540 -0.907 -2.241
N 8.146 -1.505 -2.180
B 8.914 -0.431 -1.432
O 8.491 0.023 -0.061
B 8.480 1.502 -0.064
O 9.307 2.370 -0.928
B 9.730 1.649 -2.169
O 10.165 0.226 -1.949
C 8.267 -1.380 -3.683
O 8.901 -2.377 -4.350
F 7.775 -0.252 -4.515
H 7.736 2.052 0.686
H 9.707 2.157 -3.251
C -0.177 -2.731 0.991
O 1.117 -2.278 0.632
P 1.086 -0.849 -0.343
O 1.135 -1.707 -1.611
O 2.615 -0.472 0.137
C 3.638 -1.438 -0.004
O 1.056 0.580 -1.317
C 0.256 1.605 -0.766
H -0.076 -3.625 1.609
H -0.687 -1.954 1.568
H -0.755 -2.971 0.097
H 3.442 -2.137 -0.821
H 3.748 -1.987 0.936
H 4.576 -0.919 -0.215
H 0.618 1.874 0.230
H -0.782 1.267 -0.704
H 0.303 2.482 -1.418
C -0.554 -3.394 6.576
O -0.133 -2.259 5.840
P -1.322 -1.004 5.795
O -1.857 -1.551 4.468
O -0.150 0.117 5.506
C 0.747 -0.088 4.433
O -2.511 0.252 5.749
C -3.006 0.588 7.029
H 0.248 -4.135 6.567
H -0.759 -3.102 7.610
H -1.451 -3.825 6.126
H 0.309 -0.689 3.631
H 1.654 -0.573 4.807
H 1.019 0.887 4.021
H -2.187 0.911 7.679
H -3.507 -0.278 7.467
H -3.730 1.401 6.928
C -4.705 5.647 3.952
O -5.522 4.735 3.240
P -4.663 3.332 2.705
O -4.396 4.005 1.355
O -6.070 2.479 2.637
C -7.157 3.003 1.900
O -3.804 1.929 2.170
C -3.069 1.307 3.203
H -5.316 6.497 4.263
H -4.300 5.155 4.841
H -3.889 5.999 3.317
H -6.832 3.653 1.083
H -7.818 3.555 2.574
H -7.716 2.168 1.471
H -3.737 1.013 4.019
H -2.308 1.995 3.578
H -2.576 0.418 2.802
C -6.989 -2.121 -2.869
O -6.230 -2.931 -1.989
P -5.053 -2.035 -1.092
O -3.994 -2.356 -2.152
O -5.042 -3.192 0.079
C -4.820 -4.539 -0.288
O -3.876 -1.139 -0.196
C -4.419 -0.002 0.444
H -7.712 -2.752 -3.390
H -7.526 -1.363 -2.294
H -6.334 -1.641 -3.600
H -4.223 -4.631 -1.199
H -5.783 -5.041 -0.422
H -4.281 -5.033 0.524
H -5.221 -0.298 1.126
H -4.808 0.690 -0.307
H -3.629 0.499 1.009
C 3.354 0.404 -3.653
O 3.091 1.351 -4.673
P 2.885 0.626 -6.231
O 4.369 0.846 -6.536
O 2.010 1.927 -6.736
C 2.559 3.222 -6.593
O 2.678 -0.098 -7.788
C 1.747 -1.161 -7.781
H 3.463 0.933 -2.704
H 2.515 -0.293 -3.579
H 4.274 -0.142 -3.872
H 3.652 3.216 -6.609
H 2.204 3.664 -5.657
H 2.208 3.838 -7.424
H 0.772 -0.809 -7.431
H 2.108 -1.960 -7.129
H 1.648 -1.553 -8.797
```